Entry 1:
C28H47N9O3PPbSTe as an isolated structure, computed with wB97M-V/def2-TZVPD.

Output
Relative energy (zero: lowest compared OMol25 entry of this formula, charge and spin) (eV): 0.000
E (eV): -82012.56122
Highest occupied orbital energy (eV): -8.854
Net charge: +1

Structure (XYZ):
```
91
C28H47N9O3PPbSTe | OMol25 | wB97M-V/def2-TZVPD
Pb -0.83167 -0.47537 -0.21448
C -0.27438 0.19964 4.40608
C -0.08830 0.11503 2.92799
N -0.94380 -0.48569 2.18157
N -1.94334 -1.12807 2.80688
C -2.96049 -1.48896 2.06366
N -3.89541 -2.23899 2.65036
S -3.24743 -1.03608 0.40568
C 1.06843 0.71455 2.22858
C 2.11527 1.31871 2.91724
C 3.15296 1.89807 2.20772
C 3.12194 1.87042 0.82439
C 2.05739 1.23585 0.21129
N 1.06283 0.67051 0.89036
H -0.59638 -0.77252 4.77730
H -1.07985 0.90388 4.63083
H 0.61956 0.51042 4.93540
H -3.67643 -2.62560 3.55554
H -4.63939 -2.63931 2.10831
H 2.12169 1.33697 3.99503
H 3.97395 2.36709 2.73422
H 3.89898 2.32451 0.22563
H 2.00853 1.17550 -0.86582
C 5.58678 -1.10111 0.12762
C 4.26094 -1.14062 -0.47680
N 3.20963 -1.18990 -0.93395
H 5.73513 -1.98984 0.73940
H 5.67817 -0.21476 0.75376
H 6.34820 -1.07345 -0.64944
C -3.76385 1.11146 -2.92951
N -4.03469 -0.21448 -3.44663
C -5.39382 -0.63732 -3.15028
C -3.09269 -1.21984 -2.98031
C -1.65125 -0.89380 -3.28809
C -1.32564 -0.82377 -4.64867
C -0.03706 -0.61515 -5.09878
C 0.99773 -0.50298 -4.18275
C 0.72056 -0.55556 -2.82645
C -0.59285 -0.72427 -2.39796
H -4.57365 1.77943 -3.22251
H -2.84420 1.49862 -3.36602
H -3.67522 1.14712 -1.82909
H -6.09840 0.09325 -3.54543
H -5.57742 -0.74855 -2.06976
H -5.59358 -1.59597 -3.62993
H -3.32228 -2.14556 -3.51461
H -3.21902 -1.44915 -1.91699
H -2.13825 -0.94734 -5.35526
H 0.16260 -0.56365 -6.16092
H 2.02079 -0.37690 -4.51411
H 1.53265 -0.49602 -2.11940
C -1.38559 4.71078 -1.88916
N -0.63534 3.60308 -1.28810
C -0.20350 2.62825 -2.26930
C -1.09087 3.13038 -0.07987
N -1.43702 1.88043 0.10299
N -1.18297 4.05440 0.91722
C -0.34626 5.24789 0.95816
C -1.81140 3.70891 2.17869
H -2.19956 4.32387 -2.51048
H -0.72189 5.30811 -2.51343
H -1.81333 5.34887 -1.12295
H 0.24294 3.15931 -3.10891
H -1.01979 2.00715 -2.64207
H 0.55396 1.97693 -1.84954
H -1.68576 1.74717 1.07809
H 0.28536 5.29479 0.07801
H 0.29199 5.20911 1.84447
H -0.95645 6.15105 1.01322
H -2.72638 3.13887 2.01793
H -2.08785 4.62801 2.69125
H -1.13747 3.14006 2.83108
C 2.30659 -2.46337 4.18794
C 2.57042 -3.08946 2.83858
O 1.67812 -2.53736 1.85071
P 0.49968 -3.46077 1.23456
O -0.12803 -2.49106 0.21063
Te -0.80825 -4.55960 2.81541
O 1.23769 -4.61246 0.41586
C 2.02546 -4.38395 -0.76722
C 3.48805 -4.57992 -0.43428
H 3.01785 -2.84401 4.92265
H 1.29779 -2.70670 4.52126
H 2.41714 -1.37755 4.13412
H 2.45590 -4.17453 2.87890
H 3.58352 -2.86833 2.49361
H 1.82184 -3.38911 -1.16311
H 1.69602 -5.12157 -1.49801
H 3.84324 -3.78142 0.21631
H 4.08882 -4.58623 -1.34548
H 3.63134 -5.53048 0.07942
```

=====

Entry 2:
C28H48Br12F12FeO8 as an isolated structure, computed with wB97M-V/def2-TZVPD.

Output
<S²>: 6.009
Relative energy (zero: lowest compared OMol25 entry of this formula, charge and spin) (eV): 5.550
E (eV): -953697.23776
Highest occupied orbital energy (eV): -0.305
Multiplicity: 5
Net charge: -2

Structure (XYZ):
```
109
C28H48Br12F12FeO8 | OMol25 | wB97M-V/def2-TZVPD
Fe -9.68841 9.02716 7.92121
C -8.17835 7.61337 5.77015
O -7.78618 8.03995 7.06757
O -9.50967 7.34636 6.04718
C -7.87988 8.72657 4.65317
F -8.19727 8.18661 3.54927
F -8.46401 9.85738 4.75112
F -6.56915 8.91734 4.56053
C -6.35204 8.02086 7.43044
C -6.27112 8.84162 8.70485
H -5.19869 8.91157 8.88674
H -6.66052 9.85854 8.75341
H -6.85478 8.33943 9.47638
H -5.76023 8.56660 6.69556
H -6.04578 6.97773 7.50905
H -7.54260 6.77842 5.47559
C -13.86608 5.37625 5.87845
O -12.96182 6.25807 5.18575
O -13.07550 5.10144 7.01401
C -15.35593 6.03073 5.92242
F -15.37854 7.18609 6.51797
F -15.84813 6.16174 4.74267
F -16.18707 5.26598 6.63243
C -13.20643 6.47699 3.70182
C -11.91892 6.19431 2.93999
H -11.85313 6.72069 1.98778
H -11.09455 6.69207 3.45064
H -11.67290 5.14815 2.75802
H -13.56133 7.50393 3.61501
H -13.94602 5.89307 3.15397
H -13.79429 4.46562 5.28372
C -11.63907 7.77721 9.54384
O -10.50492 8.64998 9.82474
O -11.47739 7.46733 8.20792
C -11.94293 6.68679 10.72493
F -12.80308 7.14693 11.66644
F -12.43077 5.52503 10.22751
F -10.86684 6.34705 11.40056
C -10.57370 9.37157 11.10505
C -9.13868 9.79498 11.52277
H -9.19576 10.42924 12.40739
H -8.70705 8.86682 11.89737
H -8.71700 10.39236 10.71443
H -10.74794 8.66924 11.92020
H -11.30186 10.16785 10.95071
H -12.40722 8.54966 9.50708
C -10.14690 11.77937 7.30359
O -10.79903 10.60895 6.63317
O -9.22962 11.03766 8.11410
C -9.74621 13.01268 6.33725
F -10.75668 13.41917 5.51424
F -9.23053 13.96836 7.16573
F -8.75180 12.51477 5.59889
C -11.60472 10.75718 5.50224
C -12.31220 9.51904 5.09546
H -12.76661 9.76593 4.13595
H -11.56532 8.78422 4.79493
H -12.98397 9.25519 5.91228
H -10.98138 11.03764 4.65319
H -12.40715 11.46310 5.71647
H -10.91082 12.24463 7.92653
Br -12.34145 14.74361 8.40288
C -14.23312 14.82530 8.85821
C -14.77964 16.02635 8.12522
Br -16.71958 16.17358 8.41674
H -14.26698 14.90340 9.94488
H -14.59178 13.81016 8.68800
H -14.57156 15.85869 7.06848
H -14.41081 17.01274 8.40645
Br -7.15713 18.45716 8.11714
C -8.19973 17.07959 7.18499
C -8.79533 17.52024 5.90882
Br -7.24672 17.94842 4.68822
H -8.98175 16.64421 7.80707
H -7.51300 16.24176 7.06441
H -9.37275 18.39244 6.21533
H -9.39285 16.78702 5.36711
Br -5.22553 14.98380 7.29017
C -6.21748 13.78850 8.52851
C -5.65455 13.92345 9.96487
Br -6.69133 12.67733 11.28299
H -5.96554 12.87537 7.98923
H -7.27617 14.04767 8.53806
H -5.67145 14.95257 10.32366
H -4.63888 13.56528 10.13288
Br -17.20780 12.29954 3.19803
C -15.65941 12.89613 4.20639
C -15.37995 14.34351 3.70300
Br -13.65089 15.04755 4.45541
H -14.77286 12.27805 4.06451
H -16.10584 12.98413 5.19687
H -16.19191 15.04755 3.88505
H -15.32969 14.24598 2.61853
Br -9.90328 8.45699 0.62280
C -10.43924 10.22164 1.13900
C -11.88042 10.40050 0.90141
Br -12.69543 11.86653 1.95278
H -9.76286 10.82462 0.53318
H -10.20046 10.30189 2.19949
H -12.50997 9.51544 0.99325
H -12.07932 10.61800 -0.14798
Br -12.01847 12.87119 11.23952
C -10.13093 13.52158 11.05399
C -10.29419 15.10395 11.16410
Br -8.65562 15.95164 10.43241
H -9.73114 13.06547 10.14832
H -9.47210 13.11011 11.81866
H -10.27786 15.35484 12.22471
H -11.18527 15.53264 10.70551
```

=====

Entry 3:
C28H48BrN3P2SZn as an isolated structure, computed with wB97M-V/def2-TZVPD.

Output
E (eV): -182142.00309
Highest occupied orbital energy (eV): -12.281
Net charge: +2

Structure (XYZ):
```
84
C28H48BrN3P2SZn | OMol25 | wB97M-V/def2-TZVPD
N 6.87242 3.20515 3.17001
C 6.71859 1.89263 3.38739
C 5.53191 1.19830 3.09085
C 4.42187 1.86979 2.47921
C 4.64004 3.25971 2.23359
C 5.84947 3.85753 2.61996
C 3.22694 1.12730 2.14899
Zn 0.46750 0.92393 1.19446
P -1.89838 -0.74950 -3.51975
C 2.35877 1.47430 1.06515
C 2.45401 0.56481 -0.16022
C 2.57910 1.06944 -1.45954
C 2.76534 0.21441 -2.55561
C 2.85612 -1.19445 -2.39790
C 2.61743 -1.70868 -1.08922
C 2.56747 -0.83327 -0.00292
Br 3.29384 -2.37848 -3.74340
H 3.16567 0.12778 2.60217
H 2.16042 2.54030 0.85817
H 5.50643 0.13269 3.35650
H 3.86756 3.89252 1.80804
H 7.58045 1.38462 3.84747
H 5.99996 4.92816 2.49683
H 2.62455 2.14965 -1.61558
H 2.64198 -1.19953 1.02708
H 2.93311 0.67309 -3.52432
H 2.53627 -2.77906 -0.87550
P -1.56948 1.58351 1.27708
C -0.26081 -1.49971 -3.92341
C 0.02357 -1.59150 -5.44228
H -0.24719 -2.51913 -3.50242
H 0.54907 -0.95284 -3.41174
H 0.98506 -2.10550 -5.61001
H -0.75767 -2.17295 -5.95998
H 0.08210 -0.59394 -5.90779
C -1.51351 1.02831 -3.38873
C -2.33516 1.81921 -4.40426
H -0.44468 1.14598 -3.57696
H -1.68631 1.39626 -2.37110
H -2.03859 2.87059 -4.39567
H -2.18470 1.44336 -5.42128
H -3.40794 1.75965 -4.19252
C -2.34255 -1.30190 -1.79475
C -3.67093 -2.09143 -1.90398
H -2.44663 -0.44668 -1.09589
H -1.54023 -1.92907 -1.36377
H -4.14547 -2.23506 -0.91811
H -4.37059 -1.52737 -2.54927
H -3.48779 -3.08535 -2.35170
C -2.99846 0.65216 1.88760
C -3.96717 1.40434 2.81567
H -2.61453 -0.26388 2.35968
H -3.54049 0.34157 0.97858
H -3.66820 1.34144 3.87162
H -4.08550 2.46750 2.55906
H -4.95332 0.92949 2.71705
C -2.33877 2.65863 0.03179
C -1.36772 3.64723 -0.60839
H -3.15630 3.18507 0.55035
H -2.79154 2.01727 -0.74344
H -1.01967 4.39723 0.11504
H -0.48600 3.14787 -1.03534
H -1.87105 4.18101 -1.42446
C -1.05942 2.74636 2.59962
C -0.78361 2.07183 3.95555
H -1.87867 3.47040 2.64293
H -0.13140 3.24067 2.25711
H 0.15131 2.46712 4.39195
H -1.59889 2.30318 4.65738
H -0.69101 0.97032 3.90050
C -1.41674 -4.64232 -0.34003
N -0.42048 -3.75064 0.26908
C -0.57197 -3.27213 1.53085
S 0.08012 -1.72881 1.97056
N -1.29808 -4.03624 2.40758
C -1.19365 -5.52964 2.46319
H -2.35539 -4.63017 0.24031
H -0.99786 -5.65990 -0.36085
H -1.60193 -4.31119 -1.37039
H 0.15458 -3.16581 -0.32070
H -1.48782 -3.57823 3.30485
H -1.18568 -5.81756 3.53146
H -2.10385 -5.96720 2.00348
H -0.27924 -5.92457 1.95743
```

=====

| no. | frontier orbital gap (Ha) | F_max (Eh/bohr) |
| --- | --- | --- |
| 1 | 0.202 | 0.0157 |
| 2 | 0.115 | 0.1033 |
| 3 | 0.160 | 0.0516 |